Record 1
The following is a DFT calculation (ωB97M-V with the def2-TZVPD basis set) of a molecular structure, C26H47Cl3InN3O4Si in a non-equilibrium geometry.

Last column: Löwdin charge in e.
Element x y z (Å)
C1 -1.6029 -2.2414 -4.1422  -0.05
C2 -1.1085 -3.0019 -2.9607  -0.23
H1 -1.5649 -2.8213 -5.0764  0.07
H2 -1.0403 -1.3000 -4.2351  0.02
H3 -2.6606 -1.9673 -3.9862  0.10
C3 -0.6395 -4.2601 -3.0247  -0.11
C4 -0.4927 -5.0614 -4.2844  -0.11
H4 -0.3851 -4.8064 -2.1162  0.10
H5 -0.4109 -4.4251 -5.1795  0.06
H6 -1.3355 -5.7589 -4.4497  0.08
H7 0.4135 -5.6910 -4.2145  0.07
In1 0.0689 0.6828 -0.5527  0.35
Cl1 -2.3057 0.7881 -0.1995  0.12
Cl2 1.0039 2.8474 -1.2576  0.16
H8 0.9553 4.9267 3.5360  0.09
H9 -1.1985 6.0099 2.4417  0.09
C5 1.1946 4.5764 2.5201  -0.03
C6 -0.8209 5.5804 1.4989  -0.04
N1 -0.0430 4.3720 1.7729  -0.18
H10 1.7536 3.6386 2.5632  0.09
C7 -0.5170 3.1566 1.4533  -0.39
O1 -0.0009 2.0592 1.7546  -0.11
H11 -1.6745 5.3145 0.8688  0.09
H12 -1.4314 3.1956 0.8190  0.10
H13 1.7902 5.3458 2.0058  0.09
H14 -0.2023 6.3307 0.9820  0.09
H15 1.5968 -1.2391 -3.2869  0.08
H16 2.3307 -3.8470 -2.1961  0.09
C8 2.6033 -1.0373 -2.9019  -0.02
C9 3.2124 -3.2526 -1.8979  -0.04
N2 2.8585 -1.8476 -1.7202  -0.17
H17 2.6752 0.0181 -2.6264  0.09
C10 2.7993 -1.2870 -0.4922  -0.28
O2 2.3342 -0.1442 -0.2887  -0.09
H18 3.6039 -3.6458 -0.9536  0.09
H19 3.2327 -1.9251 0.3130  0.16
H20 3.3422 -1.2918 -3.6665  0.09
H21 3.9783 -3.3432 -2.6841  0.09
O3 -0.1974 -1.1779 -1.7722  -0.33
C11 -1.1347 -2.1919 -1.6560  -0.40
C12 0.2515 -3.5298 0.0335  -0.06
C13 -0.9956 -3.1149 -0.4283  -0.18
H22 1.1396 -3.0863 -0.4260  0.08
C14 0.3331 -4.5103 1.0237  -0.09
H23 -2.1314 -1.7261 -1.5833  0.11
C15 -2.1576 -3.6524 0.1258  -0.03
H24 1.3095 -4.8319 1.3872  0.10
C16 -0.8351 -5.0445 1.5875  -0.11
C17 -2.0890 -4.6135 1.1318  -0.09
H25 -3.1253 -3.3039 -0.2531  0.12
H26 -0.7717 -5.7510 2.4150  0.09
H27 -3.0116 -4.9945 1.5965  0.10
Si1 -0.4904 3.3675 -4.1024  0.19
Cl3 -0.6512 1.2482 -3.7063  0.33
C18 1.3210 3.8317 -4.3046  -0.27
C19 -1.7200 4.1292 -2.9119  -0.24
C20 -1.0033 4.1324 -5.7795  -0.22
H28 2.0323 3.0948 -3.9201  0.00
H29 1.5019 4.8007 -3.8212  0.03
H30 1.5209 3.9718 -5.3911  0.03
H31 -0.2664 3.9096 -6.5733  0.02
H32 -1.0077 5.2360 -5.6558  0.04
H33 -2.0020 3.8125 -6.1074  0.02
H34 -1.7807 3.6122 -1.9463  -0.02
H35 -2.7113 4.0796 -3.4095  0.04
H36 -1.5103 5.1953 -2.7225  0.04
O4 0.3283 -0.8495 1.2123  -0.05
C21 0.0183 -0.9549 2.4229  -0.40
C22 0.8087 -1.8913 3.3379  -0.09
C23 1.5198 -1.1994 4.4756  -0.19
C24 0.6289 -0.8305 5.6694  -0.21
C25 -0.3993 0.2528 5.3414  -0.19
C26 -1.4472 -0.2233 4.3303  -0.16
N3 -1.0211 -0.2984 2.9469  0.10
H37 0.1129 -2.6694 3.6943  0.13
H38 1.5315 -2.3862 2.6858  0.11
H39 2.3114 -1.8562 4.8512  0.11
H40 2.0121 -0.2869 4.1113  0.13
H41 0.1005 -1.7189 6.0506  0.12
H42 1.2769 -0.4592 6.4771  0.11
H43 -0.9333 0.5298 6.2633  0.11
H44 0.1105 1.1552 4.9835  0.12
H45 -1.7909 -1.2201 4.6492  0.12
H46 -2.2991 0.4676 4.3708  0.13
H47 -1.6082 0.1660 2.2569  0.08

Frontier orbital gap ... 8.38 eV
Multiplicity ... 1

---

Record 2
The following is a DFT calculation (ωB97M-V with the def2-TZVPD basis set) of a single C9H12N2OS molecule in a non-equilibrium geometry.

Last column: Löwdin charge in e.
Element x y z (Å)
O1 4.4463 3.4735 0.8675  -0.01
C1 3.2691 3.2397 1.2387  -0.32
C2 2.4661 2.3453 0.5683  -0.58
C3 2.6018 1.8937 -0.7091  -0.13
N1 1.6181 1.0474 -1.1425  0.06
C4 0.6707 0.8727 -0.2391  -0.58
N2 -0.3548 0.0380 -0.2918  -0.10
C5 -0.5399 -0.8765 -1.4282  -0.12
C6 -0.9028 -2.3904 -1.0651  -0.14
C7 -1.9425 -2.4338 0.1292  -0.17
C8 -2.3616 -0.9854 0.5661  -0.21
C9 -1.2737 0.0122 0.8876  -0.22
S1 1.0589 1.6876 1.2642  1.10
H1 2.6564 3.8871 2.0898  0.16
H2 3.3835 2.2785 -1.3583  0.13
H3 -1.3203 -0.5497 -2.0607  0.10
H4 0.3393 -0.8943 -2.0111  0.09
H5 0.0612 -2.8981 -0.7240  0.12
H6 -1.0916 -2.9594 -1.9721  0.09
H7 -2.9042 -3.0396 -0.1081  0.12
H8 -1.5829 -2.9939 1.0125  0.10
H9 -3.0267 -0.4512 -0.1064  0.11
H10 -2.8687 -0.9953 1.5787  0.13
H11 -1.7122 1.0168 1.2175  0.13
H12 -0.6894 -0.3250 1.7963  0.11

Frontier orbital gap ... 8.51 eV
Relative energy (zero: lowest compared OMol25 entry of this formula, charge and spin) ... 1.711 eV
Multiplicity ... 1
SMILES ... O=Cc1cnc(N2CCCCC2)s1

---

Record 3
The following is a DFT calculation (ωB97M-V with the def2-TZVPD basis set) of a molecular structure, C18H24IN4ORu in a non-equilibrium geometry.

Last column: Löwdin spin population.
Element x y z (Å)
C1 2.1484 3.3543 -1.6113  0.66
I1 3.0137 1.0013 -0.3653  1.32
H1 3.0764 3.8128 -1.2561  0.03
H2 1.2970 3.8148 -1.1228  0.04
H3 2.1615 3.1324 -2.6754  0.04
C2 0.8013 -2.8285 -3.1083  0.10
C3 1.7745 -3.1470 -2.2319  0.03
N1 1.8537 -2.1054 -1.3291  0.01
C4 0.9997 -1.1030 -1.6500  0.05
N2 0.3209 -1.5897 -2.7350  0.02
H4 0.3991 -3.3737 -3.9385  0.05
H5 2.4026 -4.0172 -2.1367  0.01
C5 -2.2116 2.4581 2.0528  0.02
C6 -0.4791 1.8608 0.7218  0.04
N3 -1.8276 1.7970 0.9084  0.01
H6 -0.9346 3.5208 3.5059  0.00
N4 -0.0299 2.5385 1.8166  0.01
H7 -3.2385 2.5268 2.3517  0.01
Ru1 0.5169 0.5032 -0.4202  1.48
C7 0.3025 1.8192 -1.7110  0.06
O1 -0.3115 2.3814 -2.5585  0.06
C8 -1.0850 2.9401 2.6133  0.01
C9 1.3432 2.8943 2.1383  0.02
H8 1.4030 3.0475 3.2249  0.01
H9 1.6321 3.8193 1.6174  0.01
H10 2.0379 2.0941 1.8398  0.01
C10 -2.7835 1.0911 0.0779  0.11
H11 -3.6611 1.7401 -0.0662  0.03
H12 -3.1161 0.1578 0.5670  0.02
H13 -2.3427 0.8426 -0.8998  0.03
C11 -0.8554 -1.0288 -3.3756  0.21
H14 -0.7283 -1.0972 -4.4667  0.06
H15 -1.0179 0.0198 -3.0999  0.02
H16 -1.7549 -1.6153 -3.1074  0.11
C12 2.7274 -2.1789 -0.1640  0.03
H17 2.1917 -1.8689 0.7374  0.01
H18 3.6071 -1.5396 -0.3151  0.01
H19 3.0457 -3.2204 -0.0655  0.00
C13 -1.7485 -2.7381 2.5701  0.02
C14 -0.7371 -1.9079 3.0737  0.01
C15 -0.0235 -1.0729 2.1898  0.02
C16 -0.3686 -1.0869 0.8589  0.02
C17 -1.3513 -1.9122 0.3286  0.04
C18 -2.0502 -2.7549 1.2132  0.07
H20 -2.3001 -3.3849 3.2563  0.00
H21 -0.4935 -1.8952 4.1361  0.00
H22 0.7795 -0.4066 2.5283  0.01
H23 -1.5631 -1.8793 -0.7308  0.02
H24 -2.8222 -3.4157 0.8125  0.04

Frontier orbital gap (spin up / spin down) ... 1.98 / 6.48 eV
Relative energy (zero: lowest compared OMol25 entry of this formula, charge and spin) ... 0.151 eV
Multiplicity ... 6
<S²> ... 8.768
Net charge ... -2

---

Record 4
The following is a DFT calculation (ωB97M-V with the def2-TZVPD basis set) of a single C12H19NO2 molecule in a non-equilibrium geometry.

Last column: Löwdin charge in e.
Element x y z (Å)
H1 2.8638 2.5031 0.2951  0.07
N1 2.1282 2.0729 0.8406  0.15
C1 1.9349 0.8593 0.5121  -0.36
C2 2.7193 0.1154 -0.4780  -0.32
C3 3.5280 -1.0604 0.1934  -0.03
C4 1.8064 -0.4765 -1.5807  -0.04
C5 0.8881 0.1702 1.2662  -0.15
C6 0.5687 -1.2712 1.2515  -0.03
C7 -0.7250 -1.4681 0.8127  -0.29
O1 -1.3241 -2.6914 0.7228  0.04
C8 -1.2988 -0.2123 0.3033  -0.09
C9 -2.6693 -0.1181 -0.4370  -0.36
C10 -3.8334 0.2190 0.4756  -0.06
C11 -2.4697 1.0666 -1.3535  -0.09
C12 -0.4682 0.8222 0.6382  -0.23
O2 -0.4865 2.0820 0.3480  0.06
H2 3.5288 0.7270 -0.8921  0.13
H3 3.6762 -0.8895 1.2182  0.06
H4 4.4452 -1.3316 -0.2608  0.06
H5 2.7703 -1.8772 0.1406  0.08
H6 2.4448 -0.8837 -2.4590  0.12
H7 1.2104 0.3019 -1.8983  0.04
H8 1.1311 -1.2690 -1.3973  0.06
H9 0.7522 0.6755 2.2077  0.16
H10 0.9278 -2.0621 1.8671  0.11
H11 -2.3142 -2.4794 0.9095  0.15
H12 -2.7798 -1.0299 -1.0873  0.16
H13 -3.5998 1.0990 1.1815  0.13
H14 -4.0321 -0.7039 1.0083  0.07
H15 -4.6346 0.5493 -0.0613  0.04
H16 -3.1966 1.1002 -2.0819  0.05
H17 -1.5840 0.9176 -1.9530  0.08
H18 -2.3164 2.0157 -0.7545  0.11
H19 0.4083 2.5274 0.5025  0.11

Frontier orbital gap ... 8.31 eV
Relative energy (zero: lowest compared OMol25 entry of this formula, charge and spin) ... 2.845 eV
Multiplicity ... 1
SMILES ... [H]/N=C(\C(C)C)[C@@H]1C=C(O)C(C(C)C)=C1O

---

Record 5
The following is a DFT calculation (ωB97M-V with the def2-TZVPD basis set) of 7 unconnected molecules or ions with the total composition H14O7 in a non-equilibrium geometry.

Last column: Löwdin charge in e.
Element x y z (Å)
O1 -0.4996 -0.2250 -0.4034  -0.05
H1 -1.2072 0.3909 -0.8279  0.12
H2 -1.0174 -0.4839 0.3247  -0.04
O2 1.9791 0.8697 1.3516  -0.02
H3 1.8739 1.8299 1.3583  0.05
H4 1.4640 0.4632 0.7224  -0.05
O3 0.5772 3.6849 -0.7358  -0.08
H5 1.3039 3.2493 -1.1905  0.03
H6 0.8333 4.6462 -0.7765  0.06
O4 -0.9513 -0.9273 2.3994  -0.06
H7 -1.1347 -1.5697 1.6325  0.09
H8 -1.3582 -0.0880 2.3164  0.02
O5 1.4420 -1.9868 -1.8989  -0.07
H9 1.7632 -2.5881 -1.2722  -0.03
H10 1.2680 -1.0899 -1.4617  0.05
O6 -5.0827 -0.4776 -0.4049  -0.04
H11 -5.8352 -0.9234 -0.6119  -0.03
H12 -4.7387 -0.2673 -1.3236  0.08
O7 3.2875 -1.6057 -0.0522  -0.04
H13 2.4714 -1.9495 0.2460  0.00
H14 3.5615 -0.9520 0.6082  0.05

Frontier orbital gap ... 10.62 eV
Relative energy (zero: lowest compared OMol25 entry of this formula, charge and spin) ... 3.149 eV
Multiplicity ... 1
SMILES ... O.O.O.O.O.O.O

---

Record 6
The following is a DFT calculation (ωB97M-V with the def2-TZVPD basis set) of a single C4H8S molecule in a non-equilibrium geometry.

Last column: Löwdin charge in e.
Element x y z (Å)
C1 -0.6731 -1.1608 -0.4126  -0.11
C2 -0.0950 -0.0626 0.4232  -0.56
C3 -0.4348 1.2654 -0.2670  -0.13
C4 1.3725 -0.1661 0.6956  -0.61
S1 2.6563 0.0066 -0.3130  0.68
H1 -0.3710 -2.0952 0.0959  0.09
H2 -0.0440 -1.1911 -1.3489  0.09
H3 -1.7281 -0.9379 -0.7207  0.10
H4 -0.8015 0.1274 1.3502  0.16
H5 0.0717 1.3217 -1.2520  0.07
H6 -0.0509 2.0945 0.4513  0.11
H7 -1.5399 1.3909 -0.3574  0.08
H8 1.6378 -0.5929 1.6554  0.04

Frontier orbital gap ... 8.46 eV
Relative energy (zero: lowest compared OMol25 entry of this formula, charge and spin) ... 0.856 eV
Multiplicity ... 1
SMILES ... CC(C)C=S

---

Record 7
The following is a DFT calculation (ωB97M-V with the def2-TZVPD basis set) of 2 unconnected molecules or ions with the total composition C4H14SSi2 in a non-equilibrium geometry.

Last column: Löwdin spin population.
Element x y z (Å)
C1 0.9553 -0.9244 -1.3349  0.00
C2 -1.6632 1.0488 -1.5935  0.05
C3 -1.6775 -1.4276 -0.0011  0.01
C4 2.8505 2.0864 0.4694  0.03
Si1 0.1457 0.8795 1.4232  0.66
Si2 -0.5376 -0.1163 -0.5649  0.12
S1 1.3217 2.6416 1.2823  0.20
H1 0.8800 -1.4341 -2.2542  0.00
H2 1.5706 -0.0778 -1.7114  0.00
H3 1.8026 -1.4049 -0.7768  0.00
H4 -1.6072 0.4568 -2.5511  0.01
H5 -2.7389 1.0104 -1.3091  0.00
H6 -1.2356 2.0395 -1.8893  0.00
H7 -2.6936 -1.1474 -0.1610  0.00
H8 -1.5198 -2.4404 -0.3431  0.00
H9 -1.5116 -1.5178 1.1123  0.00
H10 2.5181 2.0309 -0.5018  0.00
H11 3.1074 1.0786 0.7065  0.02
H12 3.6093 2.8719 0.5717  0.00
H13 -0.9734 0.9818 2.4693  0.05
H14 1.9418 -0.2868 2.4972  0.84

Frontier orbital gap (spin up / spin down) ... 6.67 / 6.89 eV
Relative energy (zero: lowest compared OMol25 entry of this formula, charge and spin) ... 1.299 eV
Multiplicity ... 3
<S²> ... 2.004

---

Record 8
The following is a DFT calculation (ωB97M-V with the def2-TZVPD basis set) of a molecular structure, C9H13NOTi in a non-equilibrium geometry.

Last column: Löwdin spin population.
Element x y z (Å)
C1 0.3574 1.3186 -2.2200  0.03
C2 -0.5392 1.6476 -1.1371  0.00
C3 -1.3067 0.4723 -0.8047  0.01
C4 -0.8871 -0.6040 -1.6567  0.01
C5 0.1357 -0.0671 -2.5453  0.01
Ti1 1.1077 -0.0428 -0.5168  0.81
N1 2.0809 -1.2007 -1.6336  -0.08
C6 1.0166 1.2112 1.2219  0.01
C7 -0.2998 1.0292 1.7518  0.00
H1 -2.1827 0.4090 -0.1392  0.00
H2 -0.7253 2.6517 -0.7213  0.00
H3 -1.3573 -1.5942 -1.7294  0.00
H4 0.5172 -0.6155 -3.3905  0.00
H5 1.1265 1.9698 -2.6428  0.01
H6 -0.9397 1.9404 1.6234  0.00
H7 1.8090 0.6744 1.7275  0.00
H8 2.5726 -2.0510 -1.9794  0.00
H9 -0.4684 0.7474 2.8238  0.00
H10 1.3893 2.1704 0.8259  0.01
C8 -1.3995 -1.9958 2.2386  0.02
C9 -0.4587 -0.9613 1.7333  0.14
O1 0.4030 -1.3268 0.8980  0.01
H11 -2.3207 -1.4967 2.4142  0.00
H12 -1.1452 -2.4496 3.1778  0.00
H13 -1.5964 -2.7698 1.5028  0.00

Frontier orbital gap (spin up / spin down) ... 5.16 / 5.45 eV
Relative energy (zero: lowest compared OMol25 entry of this formula, charge and spin) ... 0.000 eV
Multiplicity ... 2
<S²> ... 0.768
Net charge ... -1

---

| no. | total energy (Eh) |
| --- | --- |
| 1 | -3344.53104 |
| 2 | -933.03032 |
| 3 | -1386.85246 |
| 4 | -673.77968 |
| 5 | -535.00813 |
| 6 | -555.33849 |
| 7 | -1137.79301 |
| 8 | -1330.02044 |